Formula: ClCsH18O13
Source: the Open Molecules 2025 dataset
Level of theory: ωB97M-V/def2-TZVPD

```
33
Properties=species:S:1:pos:R:3:forces:R:3
Cs 1.48945 -3.78281 -1.19393 -0.2760 0.0223 -0.0094
Cl -0.10846 -0.95026 1.03987 -1.4120 -1.4715 3.3156
O 0.37506 -2.00664 2.00133 -1.2658 2.2366 -2.2521
O -0.15658 -1.54637 -0.31837 0.0728 0.9416 1.2094
O -1.51956 -0.44766 1.42174 4.6152 -2.0433 -0.7202
O 0.82715 0.18898 1.09386 -1.1279 -1.3642 -0.2039
O 2.84478 0.22873 -0.77993 -0.2687 -1.9788 1.3449
H 2.17506 0.22764 -0.05023 0.5743 0.1586 -0.7856
H 2.73308 1.03787 -1.22255 -0.2729 1.7692 -0.8871
O -0.38399 1.15608 -1.09945 1.0013 0.4697 0.8659
H -0.11835 0.30552 -0.73159 0.1416 0.4975 -0.3741
H -0.96618 0.85768 -1.76407 -1.2705 -0.0858 -1.4508
O -0.67621 2.07421 2.99413 -1.3742 -0.1041 2.0204
H -0.24041 2.37420 2.24249 1.5272 1.0502 -2.0625
H -0.69268 1.14203 2.82909 -0.2242 -0.9040 0.1940
O 3.44557 1.04099 1.96374 1.7832 -0.4818 1.6655
H 2.81074 0.41439 1.70156 -1.1326 -1.4205 0.1238
H 3.25846 1.72871 1.37280 -0.2990 1.9658 -1.0868
O -1.58850 -3.41624 -2.36250 1.2474 1.5797 0.6855
H -1.75104 -2.49081 -2.65605 -0.1200 -1.0440 0.3437
H -2.09801 -3.99389 -2.89399 -0.9619 -0.5997 -0.8844
O 1.72197 -1.16789 -2.78977 0.9426 -0.6461 -1.3837
H 2.48540 -1.05101 -3.41088 -1.1110 -0.1136 0.7015
H 2.08946 -0.85492 -1.95190 0.1788 0.7190 0.3987
O -3.61450 0.92930 1.03871 -0.4179 1.7277 -0.2527
H -3.23819 1.82217 0.93255 -0.9726 0.0723 -0.1473
H -2.77187 0.54158 1.22081 0.7116 -1.0870 0.4298
O -3.46910 -1.29735 -0.59769 -0.4297 0.4938 -0.1392
H -2.70549 -1.68136 -0.15117 -0.2907 0.3740 0.1386
H -3.74240 -0.47052 -0.11096 0.6132 -1.0405 -0.4639
O 1.41718 2.80466 0.96279 0.2731 -0.6730 -0.2953
H 1.17869 3.70053 1.13948 -0.1118 1.0680 0.1531
H 0.98946 2.58246 0.13009 -0.3431 -0.0881 -0.1916
```
Positions in Å, forces in eV/Å.

## Properties
Energy relative to the best compared isomer or geometry (same formula, charge and spin): 0.0 kJ/mol
Total energy: -39973.26851 eV
HOMO energy: -10.27 eV

---

Formula: ClCuF
Source: the Open Molecules 2025 dataset
Level of theory: ωB97M-V/def2-TZVPD

```
3
Properties=species:S:1:pos:R:3:forces:R:3
Cu 3.92491 3.27419 3.80468 -0.0216 0.7186 0.0988
Cl 3.19898 1.47205 3.08691 0.9340 -2.1420 0.2317
F 1.90537 2.87637 2.52226 -0.9125 1.4234 -0.3305
```
Positions in Å, forces in eV/Å.

## Properties
Energy relative to the best compared isomer or geometry (same formula, charge and spin): 216.2 kJ/mol
Total energy: -59876.75829 eV
HOMO energy (spin up / spin down): -9.31 / -10.25 eV
2S+1: 2

---

What is the total energy in the second record?
-59876.75829 eV